1.
ORCA calculation (ωB97M-V/def2-TZVPD) on C15H13AlI2NO7S2Ti as an isolated structure in a non-equilibrium geometry.

Geometry as XYZ:
```
42
Properties=species:S:1:pos:R:3:forces:R:3:nbo_charge:R:1
I -0.14848 3.88574 -0.01458 -0.2 1.1 0.1 0.61
I -1.17731 -2.79737 -2.88878 1.4 1.2 1.2 0.60
Ti -0.17136 -1.32807 -0.92466 -4.2 -1.1 -2.2 0.54
Al 0.16880 1.39326 0.08744 -1.1 0.1 1.0 1.07
S -0.31247 0.71824 -2.06271 0.8 -0.7 1.0 -0.23
C 2.56894 1.79160 -0.49449 3.6 1.8 -0.7 0.50
C 1.24490 1.11349 1.91847 2.9 0.7 8.1 0.50
C 0.92975 1.21992 -3.69050 0.7 0.5 -1.9 0.24
C 0.15885 0.57742 -4.83579 -0.6 0.0 0.8 -0.70
C 2.33297 0.66306 -3.54389 0.1 -0.4 0.3 -0.71
C 0.89329 2.74001 -3.73178 -0.8 -0.1 0.7 -0.69
C 0.17613 -2.55717 0.82103 4.1 -5.1 1.8 0.52
C 1.74334 -1.88178 -1.64604 5.7 -3.3 -2.9 0.53
O 1.61133 1.17500 3.04954 -2.2 -0.6 -7.8 -0.26
O 3.60401 2.24013 -0.69876 -3.6 -1.6 0.8 -0.29
O 0.75170 -3.43809 1.30348 -2.5 3.6 -1.5 -0.25
O 2.68752 -2.37120 -2.12084 -4.7 2.7 2.6 -0.22
H 0.70078 0.74944 -5.77537 0.1 0.1 0.2 0.32
H -0.84341 1.00865 -4.91830 0.1 0.0 -0.2 0.25
H 0.05383 -0.50261 -4.68580 0.2 0.1 -0.2 0.23
H 3.03945 1.37811 -4.00163 -0.3 -0.2 0.1 0.31
H 2.43400 -0.28948 -4.07918 0.0 0.2 0.2 0.26
H 2.65943 0.52003 -2.50609 0.0 0.1 -0.4 0.20
H 1.45484 3.08520 -4.61537 -0.1 -0.2 0.2 0.32
H 1.34246 3.18847 -2.83762 0.2 0.0 -0.2 0.20
H -0.13915 3.10015 -3.81237 0.2 0.0 -0.1 0.25
O -1.08937 1.74216 2.04789 0.9 -1.1 -0.5 -0.62
C -1.22459 0.48101 2.13292 -0.6 1.8 2.1 0.65
N -1.00477 -0.18569 0.94947 -0.4 -0.9 -3.2 -1.08
S -2.43738 -1.36731 0.86709 1.1 -2.9 0.7 1.77
O -2.28454 -2.44738 -0.18072 1.0 3.4 0.7 -0.80
O -1.64347 -2.23492 2.07285 -2.0 0.7 -1.9 -0.63
C -1.78642 -1.57644 3.26800 -2.6 -1.8 1.6 0.29
C -2.39283 -2.35795 4.25552 1.3 0.4 0.1 -0.21
C -2.15438 -1.93109 5.56584 0.6 1.0 -0.5 -0.04
C -1.56097 -0.64803 5.74353 0.5 1.3 0.1 -0.19
C -1.27860 0.25623 4.68765 -1.1 -0.3 0.3 -0.09
C -1.57341 -0.22090 3.37053 2.4 1.0 -0.6 -0.26
H -2.88246 -3.28714 3.97159 0.4 0.0 0.3 0.28
H -2.27899 -2.61293 6.40433 -0.4 0.4 0.0 0.29
H -1.32700 -0.27817 6.75056 -0.1 -0.4 -0.4 0.28
H -0.84496 1.28636 4.79753 -0.7 -1.2 0.3 0.27
```
Forces are in eV/Å.

Values from the calculation:
Charge: +4
HOMO (alpha / beta): -20.492 / -20.492 eV
⟨S²⟩: 0.753
2S+1: 2
Orbital gap (alpha / beta): 4.26 / 3.77 eV



2.
ORCA calculation (ωB97M-V/def2-TZVPD) on C6H16N2O as an isolated structure in a non-equilibrium geometry.

Geometry as XYZ:
```
25
Properties=species:S:1:pos:R:3:forces:R:3:nbo_charge:R:1
C -1.96899 -0.33322 0.81885 0.0 -0.1 -2.4 0.16
C -0.52924 -0.21808 -0.70918 -4.1 -0.5 3.0 0.03
C 0.45187 -0.05844 0.30226 5.4 -0.2 -3.2 -0.16
C 1.98196 -0.17935 -1.00085 -1.3 0.5 2.5 -0.41
C 0.64618 1.22369 1.05894 0.0 0.4 0.2 -0.65
C 3.16342 -0.68988 -0.21143 0.2 -0.1 -0.2 -0.63
N -3.06492 -1.14816 0.35901 -0.3 0.0 0.2 -0.88
N -0.91289 0.83079 -1.51950 0.3 0.4 -0.4 -0.83
O -2.38569 1.01311 0.89196 0.0 -0.1 0.1 -0.77
H -3.30918 1.02730 1.18753 0.1 -0.1 -0.1 0.47
H -1.65824 -0.70202 1.80531 0.4 0.0 -0.3 0.14
H -0.55304 -1.19061 -1.19561 -0.1 0.1 0.1 0.20
H 0.65174 -0.96395 0.86489 -0.2 0.0 0.1 0.21
H -2.92633 -2.12594 0.58041 0.0 0.0 0.0 0.36
H -3.21167 -1.05799 -0.64207 0.1 0.0 0.1 0.35
H -1.59385 0.60032 -2.22716 0.0 0.0 0.1 0.37
H -1.17588 1.66052 -1.00225 -0.1 -0.1 -0.1 0.39
H 1.75257 -0.80171 -1.86534 -0.3 -0.1 0.2 0.18
H 2.07618 0.85712 -1.31901 0.1 0.0 0.0 0.19
H 0.00326 2.04480 0.74915 -0.2 -0.2 -0.1 0.22
H 1.65516 1.62089 0.94518 0.2 -0.2 0.1 0.22
H 0.47173 1.08702 2.12584 -0.1 0.0 0.0 0.22
H 2.98917 -1.71268 0.13498 0.0 0.0 0.0 0.20
H 3.35833 -0.07254 0.66863 0.0 0.0 0.0 0.20
H 4.08836 -0.71100 -0.80054 0.0 0.0 0.0 0.20
```
Forces are in eV/Å.

Values from the calculation:
HOMO: -6.512 eV
Orbital gap: 7.38 eV



3.
ORCA calculation (ωB97M-V/def2-TZVPD) on a 2-piece molecular cluster, C7H10 overall.

Geometry as XYZ:
```
17
Properties=species:S:1:pos:R:3:forces:R:3:nbo_charge:R:1
C -1.26334 0.26175 1.32187 0.0 0.0 0.0 -0.63
C -1.54361 -0.54800 0.06129 -0.3 -0.1 0.2 -0.23
C -1.08268 -0.20344 -1.32694 -0.1 -0.3 -0.1 -0.23
C -0.50881 -1.22820 -0.78348 -0.3 0.0 -0.3 -0.16
H -2.06222 0.99590 1.48516 0.1 -0.1 0.0 0.21
H -1.25173 -0.39783 2.19959 0.0 0.1 -0.1 0.20
H -0.31494 0.80618 1.29475 -0.1 -0.1 -0.1 0.21
H -2.50627 -1.06305 0.13352 0.0 0.1 0.1 0.17
H -1.25801 0.35820 -2.23010 0.0 0.0 0.1 0.22
H 0.10694 -2.10314 -0.90780 0.0 0.1 0.0 0.22
C 2.01646 -0.68169 0.34625 0.2 0.2 0.0 -0.50
C 1.85292 0.52118 -0.13590 -0.1 0.0 -0.1 0.12
C 1.40061 1.61175 -0.68632 0.1 -0.2 0.1 -0.51
H 2.45639 -1.47399 -0.25320 0.1 0.2 0.1 0.22
H 1.66438 -0.93746 1.34302 0.2 0.1 -0.1 0.23
H 0.40063 1.50740 -1.11433 0.2 0.2 0.0 0.23
H 1.89329 2.57444 -0.74739 0.1 -0.2 0.1 0.23
```
Forces are in eV/Å.

Values from the calculation:
HOMO: -9.035 eV
SMILES: CC1C=C1.C=C=C
Orbital gap: 10.21 eV



Number 1: DFT total energy -3642.750110 hartree. Number 2: DFT total energy -422.830267 hartree. Number 3: DFT total energy -272.540851 hartree.